(1)
{"formula": "C6H7FN3O", "method": "ωB97M-V/def2-TZVPD", "symbols": ["H", "N", "C", "C", "N", "N", "C", "F", "C", "C", "C", "O", "H", "H", "H", "H", "H", "H"], "xyz": [[1.40608, -0.34157, 1.77739], [2.08793, 0.42101, 1.78153], [2.28718, 0.89118, 0.63424], [1.61530, 0.39825, -0.64114], [0.16949, 0.21285, -0.40213], [-0.47790, 1.33654, -0.09397], [-1.74805, 1.22220, 0.13841], [-2.38818, 2.32260, 0.43798], [-2.47308, 0.02360, 0.08570], [-1.78206, -1.08751, -0.24805], [-0.39923, -0.98014, -0.48937], [0.31349, -2.03341, -0.87996], [2.99852, 1.69780, 0.52645], [2.05758, -0.52680, -0.98346], [1.73307, 1.13302, -1.42748], [-3.52967, 0.01105, 0.29183], [-2.26019, -2.04840, -0.32906], [0.42180, -2.69069, -0.17829]], "atomic_forces_ev_per_a": [[0.0, 0.0, 0.1], [0.0, -0.1, 0.1], [-0.1, -0.3, 0.1], [0.3, 0.6, 0.1], [0.4, -0.2, -0.3], [-0.2, -0.2, -0.1], [0.1, 0.4, 0.1], [0.1, 0.0, 0.0], [-0.1, 0.0, 0.0], [0.1, -0.1, 0.1], [-0.7, -0.2, 0.1], [0.5, 0.3, 0.0], [0.2, 0.2, -0.1], [-0.1, -0.2, 0.0], [-0.2, 0.2, -0.2], [-0.2, 0.1, 0.0], [0.0, -0.2, -0.1], [-0.1, -0.2, -0.1]], "lowdin_charge": [0.05, 0.14, -0.19, -0.05, -0.02, 0.26, -0.29, 0.18, 0.10, 0.09, -0.26, 0.15, 0.12, 0.13, 0.14, 0.15, 0.15, 0.16], "orbital_gap_ev": 8.648, "lumo_ha": -0.2019, "total_charge": 1}

(2)
{"formula": "C32H51N4PSV", "method": "ωB97M-V/def2-TZVPD", "symbols": ["V", "C", "C", "C", "C", "C", "C", "C", "C", "C", "C", "C", "C", "C", "C", "C", "C", "C", "C", "C", "C", "C", "P", "C", "C", "C", "C", "C", "C", "C", "C", "H", "H", "H", "H", "H", "H", "H", "H", "H", "H", "H", "H", "H", "H", "H", "H", "H", "H", "H", "H", "H", "H", "H", "H", "H", "H", "H", "H", "H", "H", "H", "H", "H", "H", "H", "H", "H", "H", "H", "H", "H", "H", "H", "H", "H", "C", "C", "N", "N", "C", "S", "N", "N", "H", "H", "H", "H", "H", "H"], "xyz": [[0.55949, -0.06748, 0.56906], [4.41522, -2.59422, -1.07608], [3.07783, -3.04222, -0.44360], [2.76223, -4.51840, -0.85655], [2.01212, -2.04455, -0.84575], [0.63199, -2.41807, -1.05513], [-0.34903, -1.51646, -1.55350], [-1.60725, -2.16300, -2.03603], [-1.95522, -3.38741, -1.12965], [-1.44203, -2.77743, -3.46895], [0.05144, -0.13499, -1.55811], [1.47275, 0.22105, -1.46967], [2.38027, -0.71782, -0.95238], [1.92853, 1.38711, -2.36569], [2.04895, 0.88541, -3.80871], [3.27345, 2.10394, -1.96691], [-0.98049, 0.84611, -1.96173], [-1.37381, 0.99930, -3.29978], [-2.14910, 2.07120, -3.68624], [-2.46292, 3.07261, -2.74348], [-2.34106, 2.81456, -1.39614], [-1.52198, 1.72320, -1.00445], [-1.05111, 1.55318, 0.73599], [-0.48973, 3.27177, 1.40245], [-1.48080, 4.45889, 1.40395], [0.74233, 3.73261, 0.58719], [0.02658, 3.01231, 2.85398], [-2.75278, 1.06700, 1.47046], [-3.17563, -0.20142, 0.68498], [-3.82451, 2.14257, 1.34604], [-2.52809, 0.71678, 2.98195], [5.21834, -3.33162, -0.96323], [4.80037, -1.74468, -0.46770], [4.27052, -2.23371, -2.07680], [3.31464, -3.10545, 0.63802], [2.61349, -4.46203, -1.93275], [1.81043, -4.81490, -0.34064], [3.58268, -5.18563, -0.56188], [0.38414, -3.43045, -0.82987], [-2.55389, -1.53458, -2.01625], [-1.30238, -4.21972, -1.31531], [-2.95831, -3.73420, -1.43527], [-1.86533, -3.12408, -0.04462], [-0.82347, -3.64916, -3.36940], [-0.99960, -2.02476, -4.15808], [-2.41533, -3.06087, -3.87703], [3.42414, -0.45580, -0.76794], [1.08785, 2.14687, -2.27137], [3.03586, 0.46332, -4.02508], [1.79312, 1.67389, -4.56014], [1.35728, 0.03694, -4.02907], [4.13022, 1.42700, -1.91525], [3.31370, 2.55985, -0.95872], [3.45162, 2.87086, -2.74056], [-1.22851, 0.19183, -3.97903], [-2.42961, 2.23924, -4.73995], [-2.78719, 4.06073, -3.03225], [-2.61275, 3.53245, -0.66224], [-2.08781, 4.60614, 0.47161], [-0.88250, 5.36854, 1.53248], [-2.16295, 4.48379, 2.32846], [0.46438, 4.04152, -0.47251], [1.42265, 2.87670, 0.34502], [1.29939, 4.63258, 0.98952], [-0.75538, 2.73930, 3.51923], [0.54597, 3.92685, 3.24402], [0.87071, 2.26597, 2.88807], [-3.42145, 0.13317, -0.36850], [-4.04957, -0.65248, 1.23598], [-2.36254, -0.91063, 0.50189], [-4.26214, 2.21195, 0.30216], [-3.45074, 3.14446, 1.59975], [-4.55158, 2.05528, 2.12424], [-1.68220, 0.01328, 3.18001], [-3.50743, 0.35111, 3.40464], [-2.31770, 1.60611, 3.59585], [-0.51799, -2.74899, 4.72796], [0.65662, -1.94365, 4.20336], [1.62956, -1.65033, 5.01781], [2.56928, -0.90708, 4.29620], [2.07428, -0.58221, 3.07269], [2.60479, 0.53198, 1.94024], [0.82402, -1.22323, 2.98998], [0.36180, -1.80713, 1.73608], [-0.27475, -3.03854, 5.77793], [-0.84261, -3.62217, 4.10637], [-1.38752, -2.06494, 4.76725], [3.44005, -0.67974, 4.81717], [0.88439, -2.65042, 1.43298], [-0.64075, -2.09465, 1.76697]], "atomic_forces_ev_per_a": [[1.9, -1.8, -0.5], [0.5, 0.6, 1.7], [1.1, -1.4, -0.1], [-0.9, 1.3, 0.7], [-1.6, -0.8, 1.4], [1.7, 1.5, -0.4], [1.9, -0.1, 1.3], [-2.1, -0.8, 0.3], [-0.6, 0.8, 0.1], [0.0, 1.8, 0.1], [0.3, -0.9, -1.7], [-0.7, 0.2, -1.7], [0.0, 0.7, -1.1], [-0.1, 1.6, 1.6], [-0.9, -0.6, -0.9], [-0.5, -0.2, 0.3], [-0.4, 1.5, 0.0], [-1.0, -0.3, 0.6], [0.2, 1.2, -0.2], [-0.4, -0.3, -0.1], [1.8, -0.9, -0.7], [0.1, 0.5, -0.5], [-2.1, 2.0, 0.7], [0.7, 0.2, 0.4], [-1.1, 0.4, 1.0], [0.3, -0.1, -2.3], [1.8, 0.5, -0.6], [1.2, -0.6, 0.7], [-0.8, 0.9, -0.6], [0.4, 1.2, -1.1], [-0.7, 0.2, 0.2], [-0.5, -0.1, -0.4], [-0.1, -0.4, -0.5], [0.2, -0.2, -0.7], [-0.6, 0.5, -0.1], [0.0, -0.7, -0.1], [0.9, -0.2, -0.6], [-0.4, 0.2, -0.2], [-0.1, -0.5, -0.3], [1.5, -0.1, -0.1], [0.3, -0.4, -0.1], [0.3, 0.2, 0.6], [-0.6, -0.3, -0.8], [0.5, -0.4, -0.3], [-0.1, -0.7, 0.3], [0.1, 0.0, 0.2], [-0.6, 0.2, -0.3], [1.1, -0.7, -0.4], [0.0, 0.4, 0.1], [0.5, -0.5, 0.7], [0.2, 0.6, 0.3], [-0.1, -0.2, -0.6], [-0.6, 0.1, -0.5], [0.1, -0.3, 0.5], [0.6, -0.3, -0.6], [0.3, -0.3, 0.6], [-0.5, -0.1, -0.3], [-0.5, 0.2, 0.1], [0.7, -0.1, 1.2], [0.0, -0.1, -0.2], [0.8, -0.3, -1.5], [-0.1, -0.2, 1.2], [-0.1, 0.6, 0.7], [-0.7, -1.3, 0.0], [-0.5, -0.2, 0.6], [-0.8, -0.5, -0.4], [-1.1, 0.4, -0.2], [-0.3, -0.5, 1.2], [0.9, 0.2, -0.9], [0.0, -0.2, 0.6], [0.2, -0.3, 1.4], [0.2, -0.4, -0.4], [-1.0, -0.7, 0.1], [-0.7, 0.2, -0.3], [1.1, -0.1, -0.4], [0.0, -0.2, -0.4], [-0.4, 0.4, -0.4], [0.8, 0.4, 1.6], [0.2, -0.6, -1.0], [-1.5, -0.1, -0.2], [0.3, 0.1, 0.8], [0.0, -0.4, -0.1], [-0.1, -2.6, 0.8], [-0.4, 0.0, 1.1], [-0.1, 0.0, -1.0], [0.6, 0.6, 0.5], [0.3, -0.3, 0.0], [-0.9, 0.2, -1.1], [0.0, 0.7, 0.7], [0.9, 0.5, 0.6]], "lowdin_charge": [0.50, -0.05, -0.36, -0.04, -0.17, 0.03, -0.12, -0.34, -0.07, -0.02, -0.21, -0.20, -0.09, -0.33, -0.04, -0.04, -0.21, -0.02, -0.02, -0.03, -0.06, -0.29, 1.09, -0.62, -0.09, -0.11, -0.10, -0.64, -0.08, -0.07, -0.08, 0.10, 0.09, 0.09, 0.14, 0.09, 0.08, 0.10, 0.09, 0.15, 0.06, 0.11, 0.08, 0.08, 0.08, 0.10, 0.10, 0.14, 0.09, 0.11, 0.08, 0.08, 0.07, 0.10, 0.10, 0.13, 0.12, 0.06, 0.08, 0.09, 0.11, 0.10, 0.04, 0.12, 0.04, 0.11, 0.03, 0.10, 0.12, 0.03, 0.11, 0.05, 0.08, 0.06, 0.11, 0.07, 0.01, -0.30, 0.14, 0.08, -0.69, 0.80, -0.06, 0.05, 0.11, 0.10, 0.08, 0.20, 0.13, 0.13], "multiplicity": 4, "s_squared": 3.77, "orbital_gap_ev": [7.791, 7.992], "lumo_ha": [-0.2314, -0.2359], "total_charge": 2}

(3)
{"formula": "C18H31HgN7O3P2S", "method": "ωB97M-V/def2-TZVPD", "symbols": ["Hg", "C", "N", "C", "P", "O", "O", "P", "O", "N", "C", "C", "N", "C", "C", "N", "C", "C", "H", "H", "H", "H", "H", "H", "H", "H", "H", "H", "H", "H", "H", "H", "H", "H", "H", "H", "H", "H", "H", "H", "H", "H", "N", "C", "C", "C", "C", "C", "C", "N", "C", "C", "C", "S", "C", "N", "H", "H", "H", "H", "H", "H", "H"], "xyz": [[0.05047, 0.77854, -0.56516], [-2.66960, 2.61154, 1.18949], [-3.47097, 1.69381, 0.38261], [-3.82442, 2.25058, -0.92935], [-3.25028, 0.06453, 0.37960], [-2.22540, -0.52766, -0.52156], [-2.90285, -0.21860, 1.93437], [-1.43639, -0.59238, 2.52191], [-0.34310, 0.11084, 1.80996], [-1.46173, -2.23335, 2.48142], [-0.17816, -2.87753, 2.76446], [-2.35631, -3.03358, 1.65682], [-1.45379, -0.18038, 4.10012], [-0.88817, 1.09341, 4.53957], [-2.45285, -0.74247, 5.00281], [-4.71306, -0.59320, 0.11665], [-4.93098, -1.67246, -0.83682], [-5.88712, -0.17124, 0.87046], [-3.23830, 3.53205, 1.32728], [-1.71863, 2.86588, 0.70910], [-2.46129, 2.18897, 2.16799], [-4.38994, 3.17148, -0.78683], [-4.44583, 1.55074, -1.48688], [-2.93296, 2.47277, -1.52335], [0.46563, -2.21299, 3.33860], [0.33927, -3.14000, 1.83463], [-0.33999, -3.78555, 3.34730], [-3.33966, -2.57423, 1.59402], [-2.47200, -4.01288, 2.12381], [-1.96710, -3.16969, 0.64418], [-0.19455, 1.46851, 3.79267], [-0.34868, 0.94674, 5.47630], [-1.67433, 1.83552, 4.71018], [-2.81092, -1.69675, 4.62403], [-3.30271, -0.06352, 5.11704], [-2.00649, -0.90839, 5.98413], [-3.99726, -1.91901, -1.33302], [-5.66193, -1.36794, -1.58936], [-5.31174, -2.56333, -0.33019], [-5.63749, 0.64957, 1.53814], [-6.27580, -1.00161, 1.46436], [-6.67124, 0.16773, 0.18980], [3.97702, -1.15289, 0.52456], [4.43469, 0.07372, 0.97767], [5.62968, 0.46419, 1.57309], [5.74307, 1.79996, 1.89784], [4.70461, 2.71300, 1.64307], [3.52387, 2.31456, 1.05488], [3.39765, 0.96810, 0.71833], [2.34375, 0.29018, 0.11780], [2.73045, -0.96024, 0.02524], [1.90399, -2.02557, -0.54633], [2.19591, -3.34676, -0.67365], [0.87178, -4.16530, -1.37218], [0.03232, -2.68628, -1.50484], [0.67161, -1.66588, -1.02414], [4.47635, -2.02399, 0.56337], [6.43114, -0.23539, 1.76836], [6.65403, 2.15506, 2.36013], [4.84201, 3.75075, 1.91451], [2.72348, 3.01401, 0.85347], [3.09013, -3.87664, -0.38802], [-0.96148, -2.61680, -1.92159]], "atomic_forces_ev_per_a": [[0.0, 0.0, 0.0], [-0.1, 0.0, 0.0], [0.1, 0.0, -0.1], [0.0, 0.0, 0.1], [0.0, -0.1, -0.1], [0.0, 0.0, 0.0], [0.2, 0.1, 0.1], [-0.2, -0.1, 0.1], [0.0, 0.0, 0.0], [0.1, 0.0, -0.1], [-0.1, 0.0, 0.0], [0.0, 0.0, 0.1], [0.0, 0.0, 0.0], [0.0, 0.0, 0.0], [0.0, 0.0, 0.0], [-0.1, 0.1, -0.1], [0.0, 0.0, 0.0], [0.0, 0.0, 0.0], [0.0, 0.0, 0.0], [0.0, 0.0, 0.0], [0.0, 0.0, 0.0], [0.0, 0.0, 0.0], [0.0, 0.0, 0.0], [0.0, 0.0, 0.0], [0.0, 0.0, 0.0], [0.0, 0.0, 0.0], [0.0, 0.0, 0.0], [0.0, 0.0, 0.0], [0.0, 0.0, 0.0], [0.0, 0.0, 0.0], [0.0, 0.0, 0.0], [0.0, 0.0, 0.0], [0.0, 0.0, 0.0], [0.0, 0.0, 0.0], [0.0, 0.0, 0.0], [0.0, 0.0, 0.0], [0.0, 0.0, 0.0], [0.0, 0.0, 0.0], [0.0, 0.0, 0.0], [0.0, 0.0, 0.0], [0.0, 0.0, 0.0], [0.0, 0.0, 0.0], [0.0, 0.0, 0.0], [0.1, -0.1, 0.0], [0.0, 0.0, 0.0], [0.0, 0.0, 0.0], [0.0, 0.0, 0.0], [0.0, 0.0, 0.0], [-0.2, 0.1, -0.1], [0.2, -0.3, 0.0], [-0.1, 0.0, 0.0], [0.0, 0.2, 0.0], [0.0, -0.1, 0.1], [0.1, -0.1, -0.2], [-0.1, 0.0, 0.2], [0.0, 0.1, -0.1], [0.0, 0.0, 0.0], [0.0, 0.0, 0.0], [0.0, 0.0, 0.0], [0.0, 0.0, 0.0], [0.0, 0.0, 0.0], [0.0, 0.0, 0.0], [0.0, 0.0, 0.0]], "lowdin_charge": [0.92, -0.10, -0.29, -0.09, 0.43, -0.38, -0.26, 0.45, -0.38, -0.28, -0.08, -0.08, -0.29, -0.09, -0.08, -0.31, -0.09, -0.08, 0.09, 0.06, 0.06, 0.09, 0.08, 0.08, 0.08, 0.07, 0.09, 0.07, 0.09, 0.07, 0.07, 0.09, 0.09, 0.08, 0.09, 0.09, 0.07, 0.09, 0.09, 0.08, 0.09, 0.09, 0.18, -0.18, -0.01, -0.07, -0.07, -0.01, -0.22, 0.07, -0.27, -0.33, -0.34, 1.07, -0.45, -0.03, 0.17, 0.11, 0.11, 0.11, 0.11, 0.08, 0.08], "multiplicity": 2, "s_squared": 0.75, "orbital_gap_ev": [7.730, 7.333], "lumo_ha": [-0.0890, -0.1382], "total_charge": 1}